No. 1
{
  "formula": "C5H12N2O",
  "method": "wB97M-V/def2-TZVPD",
  "homo_lumo_gap_ev": 9.83,
  "relative_energy_kcal_mol": 27.37,
  "e_tot_ev": -10407.2372,
  "mol_weight_g_mol": 116.16,
  "smiles": "CC[C@@H](NC)C(N)=O",
  "largest_force_ev_per_a": 1.97,
  "total_charge": 0,
  "symbols": ["C", "N", "C", "C", "C", "C", "N", "O", "H", "H", "H", "H", "H", "H", "H", "H", "H", "H", "H", "H"],
  "coordinates": [[2.006, 0.429, 1.446], [1.030, 0.910, 0.408], [-0.708, -1.994, -1.438], [0.056, -0.639, -1.296], [-0.093, 0.029, 0.119], [-1.439, 0.752, 0.212], [-1.489, 1.918, 0.882], [-2.429, 0.344, -0.376], [2.973, 0.152, 1.030], [1.624, -0.502, 1.867], [2.004, 1.142, 2.263], [1.614, 1.014, -0.417], [-1.773, -1.831, -1.492], [-0.431, -2.324, -2.446], [-0.438, -2.609, -0.585], [1.101, -0.798, -1.548], [-0.403, 0.081, -1.975], [-0.109, -0.706, 0.936], [-0.752, 2.216, 1.488], [-2.344, 2.416, 0.924]],
  "atomic_forces_ev_per_a": [[-1.6, -0.4, -0.3], [1.5, 0.0, 0.4], [0.7, 1.7, -0.7], [-1.6, -0.2, 1.1], [0.6, -0.4, -0.3], [-0.5, 0.2, -0.9], [0.8, 0.0, 0.6], [0.1, -0.3, 0.1], [0.2, 0.6, 0.1], [0.0, -0.1, 0.1], [0.7, 0.1, 0.0], [-0.6, 0.2, -0.1], [-0.3, 0.1, 0.4], [0.2, -0.8, 0.5], [0.0, -0.6, -0.4], [0.2, 0.1, 0.2], [0.3, -0.1, -0.3], [-0.2, -0.3, -0.3], [0.4, 0.0, -0.2], [-0.8, 0.1, 0.0]],
  "lowdin_charge": [-0.09, -0.09, -0.09, -0.18, -0.29, -0.50, 0.17, 0.04, 0.07, 0.07, 0.06, 0.09, 0.06, 0.07, 0.07, 0.10, 0.11, 0.14, 0.09, 0.10]
}



No. 2
{
  "formula": "C9H10Se",
  "method": "wB97M-V/def2-TZVPD",
  "homo_lumo_gap_ev": 9.32,
  "relative_energy_kcal_mol": 0.00,
  "e_tot_ev": -74839.5264,
  "mol_weight_g_mol": 197.14,
  "smiles": "C=CCc1ccccc1[SeH]",
  "largest_force_ev_per_a": 6.13,
  "total_charge": 0,
  "symbols": ["C", "C", "C", "C", "C", "C", "C", "C", "C", "Se", "H", "H", "H", "H", "H", "H", "H", "H", "H", "H"],
  "coordinates": [[-1.207, 2.114, -0.486], [-0.596, 2.082, -1.686], [-0.729, 1.324, 0.579], [0.478, 1.266, -1.899], [0.327, 0.371, 0.425], [0.896, 0.398, -0.891], [0.867, -0.580, 1.483], [0.145, -1.910, 1.533], [-0.970, -2.265, 0.949], [2.262, -0.952, -1.196], [-1.997, 2.736, -0.211], [-0.974, 2.653, -2.486], [-1.288, 1.584, 1.501], [1.058, 1.246, -2.907], [1.860, -0.753, 1.528], [0.574, -0.026, 2.498], [0.642, -2.757, 2.132], [-1.385, -3.230, 1.121], [1.599, -1.651, -2.288], [-1.559, -1.652, 0.302]],
  "atomic_forces_ev_per_a": [[1.2, -1.6, 2.2], [0.0, 0.1, -1.1], [0.1, -0.2, 0.3], [2.1, -1.3, -1.5], [-0.2, 1.4, -1.7], [-0.2, -0.8, 1.0], [-5.3, 1.8, 2.4], [1.6, -1.3, 1.1], [-0.7, 0.0, -0.3], [0.3, 0.4, -0.2], [-1.2, 1.1, -0.2], [-0.3, 0.8, -0.9], [0.8, -1.0, -0.1], [-1.3, 0.1, 1.9], [3.3, -0.1, -0.3], [0.8, -1.2, -1.7], [-0.5, 1.6, -0.7], [-0.1, -0.7, 0.1], [-0.2, 0.0, -0.1], [-0.1, 0.6, -0.3]],
  "lowdin_charge": [-0.09, -0.12, -0.02, -0.13, -0.25, -0.51, -0.22, -0.20, -0.01, 0.86, 0.09, 0.10, 0.12, 0.14, 0.03, 0.16, 0.13, 0.04, -0.16, 0.06]
}



No. 3
{
  "formula": "C4H12Cl2N3O7Sn2",
  "method": "wB97M-V/def2-TZVPD",
  "homo_lumo_gap_ev": 3.43,
  "relative_energy_kcal_mol": 83.37,
  "e_tot_ev": -59807.8201,
  "mol_weight_g_mol": 522.48,
  "largest_force_ev_per_a": 4.21,
  "total_charge": 3,
  "symbols": ["Sn", "Sn", "O", "H", "C", "N", "O", "O", "H", "H", "H", "C", "N", "O", "O", "H", "H", "H", "C", "N", "O", "O", "H", "H", "H", "C", "Cl", "Cl", "H", "H"],
  "coordinates": [[2.327, -2.313, -1.473], [2.430, -0.331, 2.448], [0.799, -0.304, -0.003], [0.254, -0.934, 0.506], [-1.645, 1.432, 1.138], [-1.779, -0.003, 1.569], [-0.990, -0.263, 2.490], [-2.519, -0.870, 1.078], [-1.697, 1.437, 0.049], [-0.741, 1.867, 1.562], [-2.582, 1.886, 1.462], [-1.740, -3.919, 1.236], [-0.855, -4.761, 0.373], [-0.931, -5.987, 0.560], [-0.084, -4.101, -0.361], [-1.116, -3.073, 1.524], [-1.981, -4.579, 2.069], [-2.586, -3.692, 0.587], [2.735, 2.625, -1.197], [2.895, 3.261, 0.196], [3.371, 4.381, 0.181], [2.538, 2.566, 1.144], [1.959, 1.862, -1.152], [3.653, 2.171, -1.571], [2.478, 3.421, -1.896], [-0.805, 1.605, -2.403], [0.120, 1.358, -3.945], [-2.375, 2.311, -2.577], [-0.861, 0.663, -1.857], [-0.272, 2.284, -1.738]],
  "atomic_forces_ev_per_a": [[-2.1, 0.5, 0.4], [-1.7, 1.6, -1.1], [2.8, -2.2, 0.9], [-0.4, 0.1, -0.4], [-1.6, -0.5, -0.9], [0.0, -1.5, -0.3], [0.6, -0.8, 0.2], [1.6, 2.8, 0.8], [0.2, 0.1, 0.1], [-0.4, -0.2, 0.0], [0.2, 0.3, 0.2], [0.4, -0.8, -0.2], [-0.4, -2.4, 1.9], [1.1, 3.7, -1.8], [0.7, -0.7, -0.5], [-0.6, 0.1, 0.0], [-0.4, 0.4, -0.1], [-0.1, 0.3, 0.4], [-0.4, 0.2, 0.0], [1.2, 1.0, -3.3], [-1.1, -2.2, 1.3], [0.1, -0.3, 1.5], [-0.1, 0.2, 0.2], [0.3, 0.3, 0.6], [-0.1, 0.0, 0.2], [0.7, 0.1, 0.4], [-0.4, 0.0, 1.0], [-0.4, -0.1, -0.4], [-0.2, -0.2, -0.5], [0.4, 0.1, -0.5]],
  "lowdin_charge": [1.71, 1.72, -0.50, -0.11, 0.08, -0.38, -0.05, 0.12, 0.05, 0.10, 0.13, 0.07, -0.38, 0.17, -0.12, 0.07, 0.12, 0.12, 0.06, -0.39, 0.19, -0.08, 0.04, 0.10, 0.12, -1.09, 0.52, 0.64, -0.01, 0.00]
}



No. 4
{
  "formula": "C11H44O11",
  "method": "wB97M-V/def2-TZVPD",
  "homo_lumo_gap_ev": 9.77,
  "relative_energy_kcal_mol": 39.11,
  "e_tot_ev": -34638.7046,
  "mol_weight_g_mol": 352.46,
  "smiles": "CO.CO.CO.CO.CO.CO.CO.CO.CO.CO.CO",
  "largest_force_ev_per_a": 0.66,
  "total_charge": 0,
  "symbols": ["C", "O", "H", "H", "H", "H", "C", "O", "H", "H", "H", "H", "C", "O", "H", "H", "H", "H", "C", "O", "H", "H", "H", "H", "C", "O", "H", "H", "H", "H", "C", "O", "H", "H", "H", "H", "C", "O", "H", "H", "H", "H", "C", "O", "H", "H", "H", "H", "C", "O", "H", "H", "H", "H", "C", "O", "H", "H", "H", "H", "C", "O", "H", "H", "H", "H"],
  "coordinates": [[0.909, 1.790, 3.352], [0.601, 2.995, 4.061], [0.040, 1.427, 2.796], [1.662, 2.019, 2.595], [1.312, 1.023, 4.011], [0.258, 2.749, 4.922], [-0.877, 4.494, 1.509], [0.535, 4.494, 1.615], [-1.159, 5.130, 0.673], [-1.244, 3.477, 1.336], [-1.344, 4.877, 2.420], [0.777, 4.073, 2.448], [2.666, 0.246, -2.477], [3.004, -0.006, -1.126], [3.413, -0.210, -3.123], [1.664, -0.114, -2.709], [2.666, 1.323, -2.702], [2.258, 0.320, -0.601], [1.738, -3.092, 2.797], [1.541, -2.689, 4.154], [0.767, -3.362, 2.370], [2.134, -2.263, 2.211], [2.355, -3.988, 2.735], [2.250, -3.057, 4.685], [0.071, -0.320, 0.384], [0.576, 0.930, -0.056], [-0.006, -0.363, 1.477], [-0.918, -0.522, -0.028], [0.732, -1.134, 0.081], [-0.168, 1.478, -0.342], [-1.257, -0.739, -3.164], [-1.408, -1.680, -4.208], [-1.420, 0.244, -3.605], [-1.960, -0.891, -2.340], [-0.243, -0.746, -2.762], [-0.988, -2.509, -3.955], [-2.747, -3.241, -1.062], [-1.604, -2.975, -0.254], [-2.463, -3.604, -2.050], [-3.402, -3.977, -0.586], [-3.311, -2.317, -1.156], [-0.983, -3.700, -0.365], [-2.829, -3.187, 3.006], [-2.962, -2.005, 2.236], [-3.344, -3.018, 3.949], [-3.262, -4.048, 2.493], [-1.779, -3.383, 3.258], [-2.477, -2.154, 1.415], [-2.682, 2.492, -1.477], [-1.266, 2.585, -1.357], [-2.999, 1.623, -0.905], [-3.180, 3.372, -1.061], [-2.998, 2.358, -2.514], [-0.950, 3.319, -1.890], [1.613, -3.103, -2.133], [1.020, -2.814, -3.402], [0.990, -2.620, -1.383], [1.648, -4.183, -1.958], [2.621, -2.697, -2.039], [1.684, -2.933, -4.086], [2.537, 4.000, -1.344], [2.773, 4.624, -0.096], [3.504, 3.798, -1.801], [2.018, 3.043, -1.220], [1.970, 4.651, -2.021], [1.924, 4.687, 0.368]],
  "atomic_forces_ev_per_a": [[0.1, 0.1, -0.4], [0.2, -0.2, -0.1], [-0.1, -0.1, 0.3], [0.0, 0.1, 0.2], [-0.1, -0.1, 0.0], [-0.1, 0.1, 0.0], [0.0, -0.3, 0.3], [0.0, 0.2, -0.2], [0.0, 0.0, -0.1], [-0.1, 0.1, -0.1], [0.0, 0.1, -0.1], [-0.1, 0.1, 0.2], [-0.1, 0.6, 0.1], [0.0, -0.2, -0.1], [0.0, -0.2, 0.0], [0.1, -0.2, -0.2], [0.1, -0.1, 0.1], [0.1, 0.2, -0.1], [-0.5, 0.0, 0.2], [0.0, -0.1, -0.2], [0.0, 0.1, 0.1], [0.3, -0.1, 0.0], [0.2, 0.1, -0.1], [0.0, 0.1, 0.0], [-0.3, -0.1, 0.4], [0.1, -0.3, 0.2], [0.0, 0.1, -0.1], [0.0, 0.0, -0.1], [0.1, 0.2, -0.1], [0.2, 0.2, -0.2], [0.2, 0.1, -0.2], [-0.5, 0.0, 0.0], [-0.1, 0.0, 0.1], [-0.1, 0.0, 0.0], [0.0, -0.1, 0.1], [0.3, 0.2, 0.1], [-0.3, -0.3, 0.1], [0.0, 0.0, 0.0], [0.0, 0.1, -0.1], [0.1, 0.0, 0.0], [0.1, 0.0, -0.1], [0.0, 0.0, 0.1], [0.2, 0.3, 0.1], [0.0, 0.0, 0.0], [-0.1, -0.1, 0.0], [0.0, -0.1, 0.1], [0.0, -0.1, -0.1], [0.1, 0.0, 0.0], [-0.1, 0.0, 0.1], [-0.2, -0.1, 0.0], [0.0, 0.0, 0.0], [0.0, 0.0, 0.0], [0.1, 0.0, 0.0], [0.1, 0.0, 0.0], [0.0, 0.0, -0.2], [0.2, -0.2, 0.2], [0.0, -0.1, 0.0], [0.0, 0.0, 0.1], [0.0, 0.1, 0.0], [0.0, 0.0, -0.1], [0.0, 0.0, 0.2], [-0.1, 0.0, -0.2], [0.0, 0.0, 0.0], [0.0, 0.0, -0.1], [0.0, -0.1, 0.0], [0.1, -0.1, 0.2]],
  "lowdin_charge": [-0.13, -0.13, 0.07, 0.09, 0.09, 0.09, -0.14, -0.13, 0.08, 0.07, 0.08, 0.04, -0.16, -0.13, 0.08, 0.05, 0.07, 0.02, -0.15, -0.13, 0.06, 0.07, 0.08, 0.07, -0.13, -0.14, 0.07, 0.07, 0.06, 0.04, -0.16, -0.12, 0.08, 0.06, 0.05, 0.04, -0.13, -0.15, 0.08, 0.08, 0.08, 0.08, -0.16, -0.13, 0.08, 0.07, 0.07, 0.02, -0.13, -0.14, 0.08, 0.08, 0.08, 0.10, -0.12, -0.13, 0.05, 0.08, 0.08, 0.09, -0.17, -0.13, 0.08, 0.05, 0.07, 0.03]
}



No. 5
{
  "formula": "C42H56BF4N4O4PTeTi",
  "method": "wB97M-V/def2-TZVPD",
  "homo_lumo_gap_ev": [6.00, 4.26],
  "relative_energy_kcal_mol": 30.01,
  "e_tot_ev": -109866.4501,
  "mol_weight_g_mol": 974.18,
  "s2": 0.75,
  "largest_force_ev_per_a": 2.29,
  "total_charge": 1,
  "multiplicity": 2,
  "symbols": ["Ti", "C", "C", "N", "C", "C", "C", "C", "C", "C", "C", "C", "C", "N", "C", "H", "H", "H", "H", "H", "H", "H", "H", "C", "C", "C", "C", "C", "C", "C", "C", "N", "C", "C", "C", "C", "N", "C", "C", "C", "C", "C", "C", "C", "C", "H", "H", "H", "H", "H", "H", "H", "H", "H", "H", "H", "H", "H", "H", "H", "H", "H", "H", "H", "H", "H", "H", "H", "H", "F", "B", "F", "F", "F", "C", "C", "C", "C", "O", "P", "O", "O", "O", "C", "C", "C", "C", "H", "H", "H", "H", "H", "H", "H", "H", "H", "H", "H", "H", "H", "H", "H", "H", "H", "H", "C", "Te", "C", "H", "H", "H", "H", "H", "H"],
  "coordinates": [[-0.297, -0.019, -0.261], [-0.859, 4.262, 0.937], [-0.312, 3.070, 0.470], [-0.941, 1.909, 0.556], [-2.131, 1.869, 1.210], [-2.764, 3.019, 1.686], [-2.102, 4.242, 1.513], [-4.019, 2.900, 2.372], [-4.528, 1.688, 2.656], [-3.830, 0.488, 2.285], [-4.237, -0.787, 2.709], [-3.472, -1.870, 2.382], [-2.332, -1.685, 1.594], [-1.936, -0.512, 1.158], [-2.666, 0.575, 1.526], [-0.298, 5.182, 0.840], [0.660, 3.059, 0.008], [-2.567, 5.156, 1.865], [-4.528, 3.805, 2.685], [-5.455, 1.592, 3.212], [-5.136, -0.890, 3.306], [-3.733, -2.867, 2.710], [-1.737, -2.536, 1.302], [-2.482, 2.157, -2.380], [-3.468, 1.240, -1.696], [-4.735, 1.748, -1.427], [-5.751, 0.937, -0.953], [-5.498, -0.412, -0.779], [-4.237, -0.957, -1.005], [-4.109, -2.450, -0.778], [-3.183, -0.112, -1.426], [-1.822, -0.564, -1.458], [-1.509, -1.750, -2.110], [-2.337, -2.262, -3.258], [-0.355, -2.375, -1.754], [-0.027, -3.742, -2.304], [0.414, -1.761, -0.758], [1.770, -2.185, -0.507], [2.758, -2.099, -1.505], [2.438, -1.776, -2.937], [4.086, -2.333, -1.163], [4.456, -2.664, 0.130], [3.468, -2.847, 1.087], [2.122, -2.648, 0.774], [1.092, -3.036, 1.802], [-2.679, 3.199, -2.119], [-2.606, 2.061, -3.464], [-1.454, 1.921, -2.149], [-4.925, 2.802, -1.605], [-6.735, 1.343, -0.746], [-6.293, -1.071, -0.440], [-4.721, -2.749, 0.073], [-3.087, -2.773, -0.602], [-4.491, -2.989, -1.648], [-3.211, -1.634, -3.420], [-2.668, -3.290, -3.103], [-1.741, -2.255, -4.176], [-0.755, -4.471, -1.937], [0.959, -4.077, -1.990], [-0.076, -3.758, -3.395], [3.228, -1.165, -3.371], [1.503, -1.235, -3.021], [2.360, -2.693, -3.525], [4.845, -2.242, -1.935], [5.501, -2.811, 0.382], [3.726, -3.188, 2.085], [1.222, -4.088, 2.066], [0.095, -2.905, 1.411], [1.194, -2.453, 2.717], [1.856, -0.361, 3.448], [0.847, 0.429, 2.943], [0.692, -0.114, 1.447], [-0.369, 0.285, 3.542], [1.243, 1.747, 2.756], [2.030, 5.339, -2.377], [2.774, 4.061, -2.043], [3.788, 3.711, -3.125], [3.466, 4.194, -0.695], [1.722, 3.039, -1.918], [1.854, 1.473, -2.150], [3.038, 0.846, -1.499], [0.494, 0.952, -1.642], [1.965, 1.226, -3.694], [0.992, 1.444, -4.777], [1.813, 1.312, -6.045], [0.361, 2.830, -4.698], [-0.083, 0.363, -4.726], [2.707, 6.193, -2.315], [1.210, 5.487, -1.671], [1.613, 5.297, -3.383], [4.543, 4.496, -3.183], [3.304, 3.621, -4.097], [4.281, 2.763, -2.898], [4.246, 4.954, -0.752], [3.923, 3.243, -0.417], [2.757, 4.487, 0.084], [2.667, 1.993, -6.015], [1.197, 1.557, -6.911], [2.190, 0.294, -6.154], [1.112, 3.603, -4.880], [-0.087, 3.008, -3.719], [-0.413, 2.917, -5.460], [0.362, -0.620, -4.899], [-0.820, 0.550, -5.509], [-0.587, 0.354, -3.758], [4.828, 0.853, 2.897], [3.863, 0.531, 1.037], [5.662, 0.656, -0.053], [5.554, 1.660, 2.795], [5.331, -0.066, 3.208], [4.068, 1.117, 3.631], [5.562, -0.013, -0.906], [5.813, 1.677, -0.407], [6.481, 0.351, 0.597]],
  "atomic_forces_ev_per_a": [[-1.6, -1.6, 0.1], [0.0, 0.2, 0.0], [-0.1, -0.2, -0.1], [-0.3, 0.5, 0.4], [0.3, 0.0, 0.0], [-0.1, 0.0, 0.0], [-0.1, 0.1, 0.0], [0.0, 0.2, 0.0], [-0.1, -0.2, 0.1], [-0.1, 0.1, 0.0], [-0.1, 0.0, 0.0], [-0.1, -0.1, 0.1], [0.1, -0.2, -0.1], [-0.3, 0.7, 0.5], [0.1, 0.0, 0.1], [0.0, 0.0, 0.0], [0.1, 0.0, -0.2], [0.0, -0.1, 0.0], [0.0, -0.1, 0.0], [0.0, 0.0, -0.1], [0.0, 0.0, 0.0], [0.0, 0.0, 0.0], [0.0, 0.0, -0.1], [-0.2, 0.0, 0.1], [0.1, 0.0, -0.1], [-0.1, 0.0, 0.0], [0.0, 0.0, 0.0], [0.0, 0.0, 0.0], [0.1, -0.1, 0.1], [-0.1, 0.2, -0.1], [0.0, -0.1, 0.3], [0.0, -0.2, -0.1], [0.1, 0.2, -0.3], [0.0, 0.1, 0.0], [0.1, -0.3, 0.0], [0.1, 0.2, 0.0], [0.1, -0.2, -0.1], [-0.3, -0.2, 0.4], [0.0, 0.1, -0.1], [0.1, 0.0, 0.1], [0.0, 0.0, -0.1], [0.1, 0.0, 0.0], [-0.1, 0.0, 0.0], [-0.1, -0.1, 0.0], [0.2, 0.1, 0.0], [0.0, -0.1, 0.0], [0.0, 0.0, 0.0], [0.2, 0.0, 0.0], [0.0, -0.1, 0.0], [0.1, 0.0, 0.0], [0.1, 0.1, 0.0], [0.0, 0.0, 0.0], [0.0, 0.0, -0.1], [0.1, 0.0, 0.0], [0.0, 0.0, 0.0], [0.0, 0.0, 0.0], [0.0, 0.0, 0.0], [0.0, 0.0, 0.0], [0.0, 0.0, 0.0], [0.1, 0.0, 0.1], [0.0, 0.0, 0.0], [-0.1, 0.0, -0.1], [0.0, 0.0, 0.0], [-0.1, 0.0, 0.0], [-0.1, -0.1, 0.0], [0.0, 0.0, -0.1], [0.0, 0.0, 0.0], [-0.1, 0.0, 0.0], [0.0, 0.0, 0.0], [-0.2, 0.2, -0.1], [0.1, 0.3, -0.1], [0.4, 0.2, 0.5], [0.3, 0.0, -0.3], [-0.1, -0.5, 0.0], [-0.1, 0.0, -0.1], [0.2, 0.0, 0.0], [-0.2, -0.2, 0.0], [-0.1, -0.1, 0.1], [0.2, 0.1, 0.0], [0.2, -0.2, 0.0], [-0.1, 0.5, 0.0], [1.1, 1.1, -0.8], [-0.2, 0.1, -0.3], [-0.3, 0.0, -0.1], [0.2, 0.0, 0.0], [0.2, 0.0, 0.2], [0.2, 0.0, 0.2], [0.0, 0.0, 0.0], [0.0, 0.0, 0.0], [0.0, 0.0, 0.0], [0.0, 0.0, 0.0], [0.0, 0.0, 0.0], [0.0, 0.0, 0.0], [0.0, 0.0, 0.0], [0.0, 0.0, 0.0], [0.0, 0.0, 0.0], [-0.1, 0.0, 0.0], [0.0, 0.0, 0.0], [0.0, 0.0, 0.0], [-0.1, 0.0, 0.0], [-0.1, 0.0, -0.1], [0.0, 0.0, 0.0], [0.0, 0.0, 0.0], [0.0, 0.0, 0.0], [0.0, 0.0, -0.1], [0.0, 0.1, 0.1], [0.0, -0.1, 0.1], [0.1, -0.1, -0.1], [0.0, -0.1, 0.0], [0.0, 0.1, -0.1], [0.0, -0.1, -0.1], [0.0, 0.1, 0.1], [-0.1, 0.0, 0.1], [0.0, 0.0, 0.0]],
  "lowdin_charge": [1.12, -0.01, -0.07, 0.06, -0.13, -0.12, 0.03, 0.00, 0.00, -0.12, 0.03, -0.02, -0.09, 0.06, -0.14, 0.12, 0.10, 0.13, 0.12, 0.13, 0.13, 0.12, 0.11, -0.03, -0.20, -0.05, -0.07, -0.05, -0.20, -0.04, -0.19, -0.02, -0.33, -0.02, -0.30, -0.01, -0.04, -0.19, -0.21, -0.03, -0.08, -0.12, -0.08, -0.22, -0.01, 0.09, 0.09, 0.02, 0.12, 0.11, 0.12, 0.08, 0.06, 0.09, 0.09, 0.08, 0.08, 0.09, 0.08, 0.08, 0.09, 0.05, 0.10, 0.12, 0.11, 0.12, 0.10, 0.04, 0.08, 0.14, -1.17, -0.12, 0.20, 0.13, -0.01, -0.59, -0.02, -0.02, -0.18, 0.32, -0.38, -0.34, -0.14, -0.58, -0.02, -0.02, -0.02, 0.10, 0.09, 0.08, 0.10, 0.08, 0.08, 0.10, 0.04, 0.09, 0.09, 0.10, 0.09, 0.08, 0.07, 0.10, 0.09, 0.10, 0.06, -0.36, 1.74, -0.34, 0.02, 0.03, 0.01, 0.00, 0.02, 0.02]
}